Record 1
Here is an isolated molecule of C4H8N2O2 from the OMol25 dataset. Energies are from ωB97M-V/def2-TZVPD.

CARTESIAN COORDINATES (ANGSTROEM)
O1 0.151 -1.388 -0.728
O2 -1.742 -0.588 1.091
N1 0.911 -0.350 -0.156
N2 3.042 0.492 0.504
C1 -2.158 0.214 -0.112
C2 -0.944 1.209 -0.250
C3 0.387 0.940 -0.193
C4 2.267 -0.500 0.128
H1 -2.292 -1.421 1.084
H2 1.123 1.741 -0.091
H3 -1.276 2.289 -0.452
H4 2.555 -1.587 -0.188
H5 -3.163 0.762 -0.162
H6 -2.266 -0.555 -0.968
H7 -0.649 -1.459 -0.082
H8 4.054 0.202 0.576

Summary:
* electronic energy: -417.07141 a.u.
* SMILES: [H]/N=C/N(O)/C=C\CO
* energy relative to the best compared isomer or geometry (same formula, charge and spin): 484.5 kJ/mol
* highest occupied orbital energy: -0.303 Eh
* multiplicity: 1
* lowest unoccupied orbital energy: 0.43 eV

---

Record 2
Here is an isolated molecule of C4H8N2O2 from the OMol25 dataset. Energies are from ωB97M-V/def2-TZVPD.

CARTESIAN COORDINATES (ANGSTROEM)
O1 -1.855 1.026 0.901
O2 1.081 1.156 1.934
N1 0.720 -0.160 2.264
N2 -0.307 -0.072 -0.524
C1 -1.170 0.078 0.635
C2 -0.180 -0.664 1.514
C3 -0.232 1.058 -1.445
C4 0.221 -1.303 -1.061
H1 -0.496 -1.660 1.810
H2 -0.740 0.794 -2.379
H3 1.278 -1.197 -1.281
H4 0.127 -2.103 -0.331
H5 -0.731 1.926 -1.002
H6 1.756 1.363 2.598
H7 -0.291 -1.578 -1.977
H8 0.818 1.337 -1.658

Summary:
* electronic energy: -417.08626 a.u.
* SMILES: CN(C)C(=O)/C=N\O
* energy relative to the best compared isomer or geometry (same formula, charge and spin): 445.5 kJ/mol
* highest occupied orbital energy: -0.331 Eh
* multiplicity: 1
* lowest unoccupied orbital energy: 0.74 eV

---

Record 3
Here is an isolated molecule of C4H8N2O2 from the OMol25 dataset. Energies are from ωB97M-V/def2-TZVPD.

CARTESIAN COORDINATES (ANGSTROEM)
O1 0.086 1.883 1.551
O2 -0.392 -0.464 -2.642
N1 -1.641 0.544 -1.010
N2 0.771 -0.055 0.603
C1 -0.450 0.120 -1.595
C2 0.704 0.533 -0.715
C3 0.299 0.678 1.656
C4 0.659 -1.524 0.757
H1 1.610 0.164 -1.273
H2 0.133 0.314 2.673
H3 -2.550 0.544 -1.456
H4 -1.642 1.162 -0.199
H5 1.343 -1.827 1.564
H6 0.807 1.623 -0.512
H7 0.672 -1.883 -0.269
H8 -0.407 -1.812 0.868

Summary:
* electronic energy: -417.20416 a.u.
* SMILES: CN(C=O)CC(N)=O
* energy relative to the best compared isomer or geometry (same formula, charge and spin): 136.0 kJ/mol
* highest occupied orbital energy: -0.352 Eh
* multiplicity: 1
* lowest unoccupied orbital energy: 0.79 eV

---

Record 4
Here is an isolated molecule of C4H8N2O2 from the OMol25 dataset. Energies are from ωB97M-V/def2-TZVPD.

CARTESIAN COORDINATES (ANGSTROEM)
O1 -1.278 0.962 0.428
O2 -1.103 -0.567 -1.562
N1 -0.623 -0.156 -0.359
N2 1.506 -0.836 -0.976
C1 1.131 -0.088 1.351
C2 -2.578 0.606 0.828
C3 2.597 -0.303 -1.291
C4 0.638 -0.335 0.142
H1 -2.559 -0.149 1.621
H2 2.186 -0.184 1.536
H3 0.477 0.101 2.182
H4 3.049 0.545 -0.769
H5 -3.040 1.518 1.207
H6 -3.176 0.233 -0.012
H7 3.168 -0.754 -2.096
H8 -0.392 -0.594 -2.230

Summary:
* electronic energy: -416.99167 a.u.
* SMILES: C=NC(=C)N(O)OC
* energy relative to the best compared isomer or geometry (same formula, charge and spin): 693.9 kJ/mol
* highest occupied orbital energy: -0.288 Eh
* multiplicity: 1
* lowest unoccupied orbital energy: 0.86 eV